No. 1
C5H7NO | the ωB97M-V functional and the def2-TZVPD basis

```
14
Properties=species:S:1:pos:R:3
C -1.39270 -0.47605 -0.23675
C -0.05143 0.23474 -0.04431
N 0.39006 -0.49188 2.25253
C 0.39180 0.42817 1.37937
C 1.23633 -0.05883 -0.92855
C 0.37375 1.09178 -1.16908
O 0.02477 1.93485 -1.94744
H -2.09185 0.17421 -0.77302
H -1.84200 -0.69856 0.73655
H -1.30959 -1.41268 -0.79471
H 0.02062 -1.35939 1.84591
H 0.80403 1.39933 1.66702
H 1.29220 -0.89943 -1.61497
H 2.15402 0.13374 -0.37254
```

For the LUMO energy, the calculation gives 0.0267 hartree. The energy is -8833.606 eV. The HOMO-LUMO gap is 10.2 eV. For the energy above the lowest of the compared OMol25 structures with the same formula, charge and spin, the calculation gives 59.9 kcal per mole. The SMILES is [H]/N=C\[C@]1(C)CC1=O. Its HOMO energy is -9.501 eV.

***

No. 2
C5H7NO | the ωB97M-V functional and the def2-TZVPD basis

```
14
Properties=species:S:1:pos:R:3
O -1.83884 -0.77464 -1.96437
C -1.67847 0.22934 -1.31518
N -1.53695 0.28187 0.09869
C -1.09907 -0.80144 0.61169
C 1.68496 -0.90377 0.56517
C 1.52206 0.38274 0.38214
C 1.12683 1.60920 0.18681
H -1.65027 1.23157 -1.77422
H 0.04106 1.75213 0.20823
H -0.89374 -1.68972 0.00474
H -0.94909 -0.86135 1.68876
H 1.75911 -1.33513 1.56048
H 1.73515 -1.58475 -0.28049
H 1.77727 2.46396 0.02754
```

For the LUMO energy, the calculation gives 0.0048 hartree. The energy is -8832.902 eV. The HOMO-LUMO gap is 10.2 eV. For the energy above the lowest of the compared OMol25 structures with the same formula, charge and spin, the calculation gives 76.1 kcal per mole. The SMILES is C=NC=O.C=C=C. Its HOMO energy is -10.062 eV.

***

No. 3
C5H7NO | the ωB97M-V functional and the def2-TZVPD basis

```
14
Properties=species:S:1:pos:R:3
O -0.90773 -1.49344 -1.84023
C 0.27904 -0.90541 -1.44909
C 0.24889 -0.34002 -0.25923
C 1.03628 -0.12932 1.03424
N -0.12855 0.68490 1.57741
C -0.92235 0.00453 0.55272
C -0.20692 1.46006 0.35025
H 1.14799 -1.08213 -2.06021
H 1.11429 -1.09700 1.53531
H 1.98217 0.41266 1.03332
H -1.37694 -1.60693 -0.99443
H -1.99804 0.14240 0.46035
H -1.03246 2.06650 0.04690
H 0.76432 1.88320 0.01269
```

For the LUMO energy, the calculation gives 0.0327 hartree. The energy is -8829.952 eV. The HOMO-LUMO gap is 8.0 eV. For the energy above the lowest of the compared OMol25 structures with the same formula, charge and spin, the calculation gives 144.1 kcal per mole. Its HOMO energy is -7.149 eV.

***

No. 4
C5H7NO | the ωB97M-V functional and the def2-TZVPD basis

```
14
Properties=species:S:1:pos:R:3
C -0.72156 -1.06935 -1.63150
C 0.65837 -0.32548 -1.67728
C 1.10857 1.14809 2.87106
C -1.01884 -0.06521 -0.47565
C 0.37848 0.49739 -0.62303
N 0.46458 0.15589 2.90956
O 1.82529 2.03920 3.03220
H -0.42905 -2.11529 -1.30023
H 1.55102 -0.58322 -2.19364
H -1.78768 0.57032 -0.93877
H -1.38665 -0.37447 0.44502
H 0.80349 1.19182 -0.01689
H -1.13802 -1.07272 -2.61921
H -0.30799 0.00305 2.21834
```

For the LUMO energy, the calculation gives 0.0281 hartree. The energy is -8833.537 eV. The HOMO-LUMO gap is 10.3 eV. For the energy above the lowest of the compared OMol25 structures with the same formula, charge and spin, the calculation gives 61.5 kcal per mole. The SMILES is C1=CCC1.N=C=O. Its HOMO energy is -9.541 eV.

***

No. 5
C5H7NO | the ωB97M-V functional and the def2-TZVPD basis

```
14
Properties=species:S:1:pos:R:3
C 0.40990 1.54406 -0.67703
C -0.04488 0.09583 -0.63021
C 0.12187 -0.74519 0.60850
N 1.31058 -0.81661 1.22397
C -1.00003 -1.54339 0.89842
C -1.85610 -1.00796 -0.03566
O -1.42934 -0.03829 -0.90195
H 1.49805 1.58956 -0.54705
H 0.15761 2.01020 -1.63705
H -0.06053 2.13302 0.11134
H 1.32391 -1.45000 2.00965
H 1.99398 -0.07360 1.18441
H 0.48574 -0.48642 -1.38321
H -2.91074 -1.21122 -0.22414
```

For the LUMO energy, the calculation gives 0.0138 hartree. The energy is -8833.290 eV. The HOMO-LUMO gap is 8.2 eV. For the energy above the lowest of the compared OMol25 structures with the same formula, charge and spin, the calculation gives 67.2 kcal per mole. The SMILES is C[C@@H]1OC=C=C1N. Its HOMO energy is -7.807 eV.

***

No. 6
C5H7NO | the ωB97M-V functional and the def2-TZVPD basis

```
14
Properties=species:S:1:pos:R:3
C -1.69879 -1.00176 0.23227
C -0.28739 -0.53000 0.15458
C 0.28226 0.63029 -0.27321
N -0.37090 1.74362 -0.83298
C 1.70009 0.46570 -0.11968
C 1.87550 -0.77838 0.38793
O 0.69105 -1.39914 0.56182
H -2.26238 -0.52095 1.04172
H -2.22950 -0.81089 -0.70723
H -1.71552 -2.07934 0.41357
H 0.11555 2.61123 -0.64628
H -1.32661 1.83243 -0.51170
H 2.47358 1.18212 -0.36318
H 2.75303 -1.34494 0.66237
```

For the LUMO energy, the calculation gives 0.0383 hartree. The energy is -8835.465 eV. The HOMO-LUMO gap is 8.8 eV. For the energy above the lowest of the compared OMol25 structures with the same formula, charge and spin, the calculation gives 17.0 kcal per mole. The SMILES is Cc1occc1N. Its HOMO energy is -7.749 eV.

***

No. 7
C5H7NO | the ωB97M-V functional and the def2-TZVPD basis

```
14
Properties=species:S:1:pos:R:3
O 2.81569 -0.15791 1.57210
C 2.49690 -0.04313 0.28236
C 1.27032 -0.29554 -0.30301
C -0.06890 -0.51194 -0.09056
C -1.01557 0.46092 0.44503
C -2.37129 0.44669 -0.22146
N -2.22641 -0.11648 1.08719
H 1.97508 -0.24830 2.04527
H 3.39051 0.04189 -0.34838
H 1.82919 -1.03838 -0.92835
H -0.73117 1.41762 0.89216
H -2.49334 -0.21331 -1.07723
H -2.90701 1.39286 -0.26972
H -2.16136 -1.13086 1.00917
```

For the LUMO energy, the calculation gives -0.0064 hartree. The energy is -8830.196 eV. The HOMO-LUMO gap is 7.5 eV. For the energy above the lowest of the compared OMol25 structures with the same formula, charge and spin, the calculation gives 138.5 kcal per mole. Its HOMO energy is -7.676 eV.

***

No. 8
C5H7NO | the ωB97M-V functional and the def2-TZVPD basis

```
14
Properties=species:S:1:pos:R:3
C -1.89983 0.06786 0.04425
C -0.43663 -0.24253 0.06449
N 0.22393 -1.16280 0.99014
C 0.70724 0.19762 0.93884
C 1.62515 0.45031 -0.26014
C 0.46471 -0.07051 -1.13325
O 0.27986 -0.16463 -2.31654
H -2.04809 0.92070 -0.62730
H -2.27558 0.33490 1.03490
H -2.48493 -0.76827 -0.34874
H 0.84243 -1.83188 0.53296
H 0.65797 0.78585 1.84935
H 2.60253 -0.03777 -0.30202
H 1.74122 1.52115 -0.46694
```

For the LUMO energy, the calculation gives 0.0352 hartree. The energy is -8834.215 eV. The HOMO-LUMO gap is 10.4 eV. For the energy above the lowest of the compared OMol25 structures with the same formula, charge and spin, the calculation gives 45.9 kcal per mole. The SMILES is C[C@]12N[C@H]1CC2=O. Its HOMO energy is -9.434 eV.

***

No. 9
C5H7NO | the ωB97M-V functional and the def2-TZVPD basis

```
14
Properties=species:S:1:pos:R:3
C -1.87217 -0.47812 0.49141
C -0.34085 0.88698 -0.36308
N -0.34329 -0.60772 0.54526
C 0.61159 0.51880 0.71979
C 1.78110 0.30714 -0.23956
C 0.69660 0.34564 -1.33429
O 0.67712 0.09253 -2.50784
H -2.33588 0.03590 -0.35874
H -2.22203 0.02613 1.38532
H -2.25227 -1.48803 0.49372
H 0.07129 -1.40497 0.05650
H 0.68108 0.95716 1.71006
H 2.44430 -0.54917 -0.13119
H 2.36698 1.23292 -0.33400
```

For the LUMO energy, the calculation gives 0.0260 hartree. The energy is -8830.451 eV. The HOMO-LUMO gap is 8.5 eV. For the energy above the lowest of the compared OMol25 structures with the same formula, charge and spin, the calculation gives 132.6 kcal per mole. The SMILES is C[N@H+]1C2=C([O-])C[C@@H]21. Its HOMO energy is -7.828 eV.

***

No. 10
C5H7NO | the ωB97M-V functional and the def2-TZVPD basis

```
14
Properties=species:S:1:pos:R:3
C 0.37120 0.28411 1.71744
N 0.32012 -0.24046 0.35817
C 1.23547 0.17665 -0.59928
C 0.58555 0.34387 -1.78322
C -0.79771 0.00762 -1.58208
C -0.90143 -0.36044 -0.27613
O -1.95053 -0.84984 0.44071
H 1.12482 -0.22365 2.32379
H -0.61143 0.15921 2.17878
H 0.59308 1.35636 1.68211
H 2.27752 0.28418 -0.33102
H 1.04443 0.62982 -2.71981
H -1.59093 0.00299 -2.31635
H -1.58959 -1.60970 0.91939
```

For the LUMO energy, the calculation gives 0.0280 hartree. The energy is -8835.237 eV. The HOMO-LUMO gap is 8.8 eV. For the energy above the lowest of the compared OMol25 structures with the same formula, charge and spin, the calculation gives 22.3 kcal per mole. The SMILES is Cn1cccc1O. Its HOMO energy is -7.988 eV.

***

No. 11
C5H7NO | the ωB97M-V functional and the def2-TZVPD basis

```
14
Properties=species:S:1:pos:R:3
O -1.64567 0.27660 -1.11617
C -0.87486 1.16772 -0.82416
N -0.71791 0.50325 1.91983
C -1.15743 -0.68243 1.79883
C 1.75883 -1.20780 -1.50833
C 1.18948 -0.07161 -1.22715
C 0.60376 1.06323 -0.92398
H -1.24340 2.14607 -0.46550
H -0.38768 0.67318 2.87145
H -1.53928 -0.99588 0.82442
H -1.17686 -1.42322 2.60708
H 2.02389 -1.90341 -0.71532
H 1.97156 -1.49591 -2.53516
H 1.19559 1.95021 -0.70587
```

For the LUMO energy, the calculation gives 0.0236 hartree. The energy is -8833.082 eV. The HOMO-LUMO gap is 10.3 eV. For the energy above the lowest of the compared OMol25 structures with the same formula, charge and spin, the calculation gives 72.0 kcal per mole. The SMILES is C=C=CC=O.C=N. Its HOMO energy is -9.633 eV.

***

No. 12
C5H7NO | the ωB97M-V functional and the def2-TZVPD basis

```
14
Properties=species:S:1:pos:R:3
O 0.98316 -1.68760 -0.59146
C 0.04173 -1.73733 0.16217
N -0.13621 -0.90335 1.29335
C 0.92314 -0.59564 1.92071
C 0.71547 1.45746 -1.25240
C -0.54771 1.20680 -1.04315
C -1.79929 0.91259 -0.81380
H -0.80291 -2.42794 0.01219
H -2.12951 0.66315 0.19147
H 1.90785 -0.98799 1.64595
H 0.86048 0.09233 2.76345
H 1.11492 2.46617 -1.20217
H 1.40009 0.64148 -1.47006
H -2.53122 0.89986 -1.61625
```

For the LUMO energy, the calculation gives 0.0037 hartree. The energy is -8833.092 eV. The HOMO-LUMO gap is 9.8 eV. For the energy above the lowest of the compared OMol25 structures with the same formula, charge and spin, the calculation gives 71.7 kcal per mole. The SMILES is C=NC=O.C=C=C. Its HOMO energy is -9.746 eV.